Run A
DFT (the ωB97M-V functional and the def2-TZVPD basis) results for 3 unconnected molecules or ions with the total composition C7H16O2.

Values from the calculation:
Net charge: 0
Lowest unoccupied orbital energy, eV: 0.7
HOMO energy, eV: -8.83
SMILES: C=C/C=C(/C)CC.O.O

Last column: Mulliken charge in e.
Cartesian coordinates (Å):
C -1.98103 -1.81018 0.27895  -0.748
C -0.96296 -1.41450 -0.38959  -0.135
C -1.04467 -0.04450 -0.85597  -0.943
C -0.39018 0.91581 -0.14368  1.019
C -0.01826 2.11249 -1.01841  -1.624
C 0.01614 0.90629 1.32171  -0.300
C -1.26603 1.21416 2.16912  -1.146
H -1.91732 -2.88014 0.73487  0.191
H -3.07227 -1.52376 0.52964  0.252
H -0.02415 -1.92113 -0.31349  0.274
H -1.41018 0.28147 -1.70904  0.658
H 1.02031 1.91795 -1.50854  0.192
H -0.04084 3.06845 -0.51184  0.404
H -0.59286 2.18060 -1.86926  0.454
H 0.52569 1.73258 1.55852  0.501
H 0.50324 -0.01886 1.60355  -0.030
H -0.88578 1.34387 3.19310  0.344
H -2.02512 0.42142 2.13438  0.259
H -1.92427 2.03945 1.88429  0.343
O 2.74361 -0.96747 1.18202  -0.622
H 2.42702 -0.97922 0.23407  0.361
H 2.14433 -1.37112 1.66959  0.299
O 1.82951 -0.81215 -2.51494  -0.628
H 1.13898 -1.38121 -2.38174  0.309
H 1.43032 0.04917 -2.75761  0.315

=====

Run B
DFT (the ωB97M-V functional and the def2-TZVPD basis) results for 3 unconnected molecules or ions with the total composition C7H16O2.

Values from the calculation:
Net charge: 0
Lowest unoccupied orbital energy, eV: 0.7
HOMO energy, eV: -8.47
SMILES: C=C(C)C.C=COO.C

Last column: Mulliken charge in e.
Cartesian coordinates (Å):
C -1.09372 -1.46712 -0.25495  -1.089
C -1.71232 -0.46309 -0.96025  1.007
C -2.97646 0.18162 -0.49629  -1.369
C -1.21447 -0.07671 -2.31789  -1.154
H -1.55706 -1.82339 0.65515  0.343
H -0.59588 -2.25770 -0.80527  0.414
H -3.26540 -0.14269 0.49748  0.347
H -2.87856 1.26572 -0.51100  0.292
H -3.78991 -0.08146 -1.18175  0.402
H -1.97416 -0.32143 -3.06528  0.415
H -1.01064 0.99442 -2.36737  0.309
H -0.28963 -0.59031 -2.56012  0.311
C 3.91761 0.00368 2.16854  -0.725
C 3.14092 -0.58478 1.27041  0.081
O 2.49561 0.13471 0.31544  -0.201
O 1.65930 -0.68666 -0.48399  -0.455
H 4.41419 -0.58237 2.91990  0.244
H 4.04731 1.07586 2.19139  0.246
H 2.98255 -1.65577 1.20643  0.334
H 0.50352 -0.76536 -0.32176  0.226
C -0.19620 1.56836 0.80156  -0.981
H -0.68999 0.77463 1.34896  0.281
H 0.76707 1.76675 1.26572  0.325
H -0.84602 2.42628 0.89550  0.306
H 0.16235 1.30679 -0.21053  0.093

=====

run A is favored, and the nearest alternative lies 171.6 kJ/mol above it.

=====

Run A
DFT (the ωB97M-V functional and the def2-TZVPD basis) results for a single C18H23N3O3S molecule.

Values from the calculation:
Net charge: 0
Lowest unoccupied orbital energy, eV: 0.5
HOMO energy, eV: -7.75
SMILES: CC[C@@H](C)NC(=O)COC(=O)Cc1sc(N)nc1-c1ccc(C)cc1

Last column: Mulliken charge in e.
Cartesian coordinates (Å):
C 1.57838 1.79720 1.27107  -1.196
C 1.03087 0.72017 2.20176  0.297
C -0.40649 0.96790 2.68237  -0.098
C -0.54269 2.23085 3.52792  -1.675
N -1.31780 1.05367 1.55851  -0.023
C -2.13496 0.06465 1.18113  0.753
O -2.25382 -1.00024 1.74918  -0.682
C -3.00828 0.43244 -0.03829  -0.996
O -2.30775 0.40764 -1.28118  -0.250
C -1.51840 1.42192 -1.60829  0.914
O -1.31329 2.38350 -0.90567  -0.705
C -0.90117 1.22228 -2.97862  -1.061
C 0.55785 0.92048 -2.82418  0.682
S 1.71915 2.05924 -3.47071  -0.318
C 2.99482 1.05220 -2.78877  0.523
N 4.29885 1.35004 -3.00804  -0.478
N 2.57304 0.01986 -2.15845  -0.613
C 1.20707 -0.08925 -2.16570  -0.776
C 0.61880 -1.20618 -1.42968  1.035
C -0.58996 -1.80325 -1.77652  -0.593
C -1.13312 -2.79391 -0.98338  -0.614
C -0.49141 -3.22590 0.17060  1.009
C -1.14205 -4.21651 1.08090  -1.582
C 0.75221 -2.68428 0.47098  -0.154
C 1.30412 -1.69551 -0.31824  -1.153
H 1.67052 2.75280 1.78120  0.383
H 2.56482 1.50602 0.91681  0.380
H 0.93874 1.92677 0.40136  0.177
H 1.04007 -0.23708 1.67889  -0.462
H 1.67572 0.63300 3.07842  0.472
H -0.72593 0.09699 3.26570  0.440
H -0.33152 3.11457 2.93117  0.368
H 0.15079 2.19793 4.36364  0.399
H -1.55402 2.31316 3.91865  0.424
H -1.24988 1.88158 0.97754  0.476
H -3.44335 1.42646 0.11600  0.405
H -3.79247 -0.31874 -0.14047  0.315
H -1.43115 0.42820 -3.50477  0.243
H -1.00524 2.15506 -3.53573  0.565
H 4.53062 2.30052 -3.24071  0.234
H 4.96238 0.84480 -2.44399  0.245
H -1.10448 -1.50991 -2.67703  0.430
H -2.08186 -3.23224 -1.25775  0.419
H -1.79909 -3.67467 1.76198  0.259
H -0.40384 -4.75513 1.67044  0.391
H -1.74422 -4.92897 0.52145  0.382
H 1.28733 -3.03202 1.34376  0.321
H 2.27207 -1.27810 -0.08529  0.484

=====

Run B
DFT (the ωB97M-V functional and the def2-TZVPD basis) results for a single C18H23N3O3S molecule.

Values from the calculation:
Net charge: 0
Lowest unoccupied orbital energy, eV: 0.4
HOMO energy, eV: -8.17
SMILES: CC[C@@H](C)NC(=O)COC(=O)Cc1sc(N)nc1-c1ccc(C)cc1

Last column: Mulliken charge in e.
Cartesian coordinates (Å):
C 4.78149 -0.18289 -0.97839  -1.174
C 4.30662 0.86995 0.01610  -0.161
C 3.66683 0.24604 1.26239  -0.148
C 3.17164 1.31545 2.23229  -1.446
N 2.56228 -0.61160 0.88372  0.210
C 2.59528 -1.94633 0.98973  0.631
O 3.48952 -2.57803 1.50872  -0.692
C 1.37396 -2.67644 0.40912  -0.452
O 0.42980 -1.82676 -0.22701  -0.311
C 0.65093 -1.51134 -1.51224  0.611
O 1.57495 -1.92193 -2.15752  -0.621
C -0.40961 -0.54566 -2.01699  -1.134
C -0.48402 0.65191 -1.13287  0.256
S 0.82934 1.81230 -1.15453  -0.222
C -0.07620 2.75651 0.03753  0.605
N 0.47295 3.86808 0.58598  -0.411
N -1.20382 2.24850 0.36798  -0.702
C -1.45148 1.05597 -0.25862  0.035
C -2.71649 0.37682 0.01993  0.494
C -2.79704 -1.00351 0.17809  -0.193
C -4.01617 -1.60517 0.43025  -0.988
C -5.17892 -0.85338 0.53730  1.034
C -6.50333 -1.50820 0.78347  -1.434
C -5.08800 0.52812 0.40264  -0.639
C -3.87608 1.13791 0.15220  -0.736
H 5.45672 -0.88448 -0.49451  0.309
H 3.94260 -0.74363 -1.38414  0.160
H 5.30477 0.28925 -1.80626  0.431
H 5.15289 1.47990 0.33706  0.415
H 3.58137 1.52881 -0.46750  0.030
H 4.39282 -0.40673 1.75801  0.434
H 2.41895 1.94151 1.75615  0.195
H 3.99788 1.94647 2.54744  0.432
H 2.73213 0.85295 3.11242  0.393
H 1.77436 -0.15998 0.44467  -0.055
H 0.84316 -3.17681 1.22150  0.344
H 1.74636 -3.42434 -0.29912  0.373
H -0.13752 -0.26094 -3.03609  0.392
H -1.37882 -1.04783 -2.02810  0.491
H 1.18023 4.35018 0.05682  0.247
H -0.16029 4.44466 1.11657  0.254
H -1.90036 -1.60259 0.14261  0.545
H -4.06292 -2.67805 0.55370  0.365
H -6.37479 -2.50625 1.19499  0.361
H -7.05565 -1.59505 -0.15297  0.277
H -7.10466 -0.91687 1.47086  0.377
H -5.98056 1.13026 0.49711  0.382
H -3.81094 2.21061 0.05334  0.438

=====

run B is favored, and the nearest alternative lies 14.2 kJ/mol above it.

=====

Run A
DFT (the ωB97M-V functional and the def2-TZVPD basis) results for a gas-phase ion, C3H9N3P (charge +1).

Values from the calculation:
Net charge: +1
Lowest unoccupied orbital energy, eV: -4.0
HOMO energy, eV: -13.50
SMILES: C1C[N+]12CNNP2

Last column: Mulliken charge in e.
Cartesian coordinates (Å):
C 0.04319 1.51349 0.90124  -0.148
C -0.56847 1.08395 -0.37176  -0.399
N 0.29842 0.19668 0.40625  0.334
C -0.13517 -1.07717 0.83356  -0.655
N -0.10598 -2.00904 -0.38665  -0.312
N 0.95284 -1.34227 -1.22932  -0.364
P 1.90852 -0.23963 -0.32460  0.046
H 0.77768 2.32898 1.10120  0.251
H -0.74775 1.45195 1.69956  0.250
H -1.59384 0.70048 -0.11468  0.254
H -0.24928 1.47617 -1.39554  0.233
H -1.24332 -1.07802 1.06938  0.398
H 0.59579 -1.57801 1.66380  0.345
H -0.95424 -1.74030 -0.85483  0.329
H 1.62290 -2.16124 -1.48829  0.346
H 2.00120 0.97256 -1.29410  0.093

=====

Run B
DFT (the ωB97M-V functional and the def2-TZVPD basis) results for a gas-phase ion, C3H9N3P (charge +1).

Values from the calculation:
Net charge: +1
Lowest unoccupied orbital energy (alpha / beta), eV: -5.2 / -5.2
HOMO energy (alpha / beta), eV: -14.34 / -14.34
SMILES: CN/C(C)=N\[PH]#[NH+]

Last column: Mulliken charge in e.
Cartesian coordinates (Å):
C -1.73783 1.23566 0.06039  -0.935
N -0.44132 0.71161 0.21720  -0.115
C 0.00272 -0.53370 0.15052  0.935
C -1.08619 -1.52668 -0.18640  -1.313
N 1.25070 -0.87434 0.35818  -0.367
P 2.68403 -0.29555 0.20434  0.404
N 2.86846 1.17466 -0.20732  -0.479
H -2.13640 1.06046 1.03168  0.428
H -1.87987 2.31947 -0.21116  0.305
H -2.43323 0.48995 -0.53814  0.271
H 0.13317 1.53332 0.16474  0.291
H -2.01975 -1.46109 0.53438  0.348
H -0.60933 -2.44032 0.01067  0.332
H -1.52455 -1.45383 -1.14285  0.396
H 3.31078 -1.56400 0.23046  0.219
H 3.61861 1.62439 -0.67669  0.280

=====

run B is favored, and the nearest alternative lies 193.5 kJ/mol above it.